The following is a DFT calculation (ωB97M-V/def2-TZVPD) of a structure of composition C51H48O9P2Pd at a distorted geometry.

Last column: Mulliken charge in e.
Element x y z (Å)
C 2.3666 1.4736 -2.4748  0.3130
O -2.8538 -3.0217 -3.4044  -0.5715
C 4.4798 -2.7918 -0.9343  -0.7512
C -2.3384 3.1255 -0.4140  0.3362
O 1.7936 0.7119 -1.4454  0.7796
H -0.7240 -4.9754 -2.6767  0.4983
C -0.0953 -2.5615 6.7857  -0.6229
H 0.5152 -5.9211 -4.8455  0.3459
C 0.9349 -2.3037 5.8774  -0.5305
C -4.6215 1.5286 3.9659  -0.2476
H 2.6901 -3.2567 -2.0811  0.3985
O -0.9574 -0.9039 3.0541  -0.0109
H -1.3511 -3.4467 -1.4361  0.1114
H 0.1245 -3.0206 7.7526  0.3482
C -2.1262 -1.6340 -1.6925  -0.2827
H 2.1814 6.0357 3.8100  0.3643
H 1.9654 -2.5469 6.1263  0.3877
H -1.1043 2.2628 -2.0147  0.6069
H 1.2158 -1.8049 -0.6967  0.3108
O -2.8497 -4.7641 -4.8286  -0.4377
H -1.8301 4.0929 -0.4243  0.4125
C -4.2429 -4.2734 -5.0959  -0.1486
H 0.6536 2.7506 -2.6704  0.1761
O 0.2243 1.1833 3.5682  -0.3740
C 5.0046 -2.0922 0.1537  -0.5339
C -2.5033 0.7790 -1.2313  0.2770
C 3.1197 -2.6982 -1.2480  -0.3722
H 6.0577 -2.1870 0.4194  0.3986
C -0.9417 -4.0388 -3.2517  0.9060
C 2.8658 -1.0829 0.4967  0.5940
C -5.3231 -0.7673 2.5224  -0.8050
H -3.2000 -1.0006 2.1479  0.4561
C -3.5239 2.9397 0.2983  -0.9406
C -2.2812 -4.0355 -3.9206  0.2017
H 6.7666 3.8677 -1.5388  0.3862
C -1.7155 -1.7088 5.2004  -0.2920
C 3.3760 2.9856 0.0067  0.1197
C 1.0682 -4.9795 -4.6697  -1.3351
C -0.1688 3.5655 3.6365  -0.1868
H -0.2881 5.7082 3.6062  0.4100
H -4.1816 -3.3105 -5.6177  0.2978
H -6.7279 1.7572 4.3419  0.4020
C -1.4166 -2.2630 6.4468  -0.5447
H 5.1281 -3.4247 -1.5445  0.3809
C 4.2541 1.9108 -3.8806  -0.6559
H 2.7090 1.7475 3.9404  0.3392
H -7.3605 -0.2928 3.0575  0.3658
H 1.7019 4.0881 -4.5081  0.4182
O -2.3396 1.2141 3.4429  -0.3395
C -3.9761 -0.3977 2.6129  0.1768
C 0.7013 2.4880 3.7200  0.2860
C 0.3743 4.8478 3.6744  -0.6109
H -4.5088 -5.4780 -6.8790  0.3273
C 2.2856 -1.8687 -0.4964  -0.3615
C -3.6600 0.7571 3.3149  0.0266
H 1.6097 -4.7120 -5.5891  0.3787
C -3.7751 0.7097 -0.6163  -0.4075
C -6.3110 0.0060 3.1337  -0.6286
H -4.3859 -0.1750 -0.7803  0.5541
C 4.7133 4.4527 -1.3165  -0.4260
O 2.1824 0.0439 0.9834  0.6418
H -5.5888 -1.6711 1.9763  0.4050
C 0.6574 -1.7375 4.6332  -0.4674
H 4.7887 5.3187 -1.9734  0.4404
H -4.9911 -6.2761 -5.3675  0.3112
C 2.6070 3.9240 3.8850  -0.3863
H 6.5717 1.9048 -0.0032  0.4079
H 4.0338 3.5835 -5.2277  0.3682
O 0.2292 -2.7237 -4.8853  -0.5605
C -1.3459 -2.8814 -2.3827  -0.7286
C 4.4851 2.2332 0.3901  -0.3125
H 1.4292 -1.5530 3.8881  0.4302
C 1.7543 5.0279 3.7938  -0.6670
H -2.8131 -1.9022 -0.8743  0.3403
P -1.0227 0.6761 2.6528  0.6871
H -4.3062 2.3932 4.5503  0.4612
H 5.2789 1.6869 -4.1815  0.4184
O 2.0728 2.5383 0.2991  -0.0772
C 3.4851 4.1618 -0.7324  -0.3803
H -0.5866 -2.1924 -2.7625  -0.1234
C -4.2347 1.7480 0.1822  -0.2519
C 1.6469 2.5108 -3.0465  -0.1140
C -1.8648 2.0771 -1.2547  -1.4688
C 2.2509 3.2607 -4.0573  -0.7732
H -3.9413 3.7550 0.8882  0.3408
H -2.2350 -2.4651 7.1357  0.3938
H -1.1189 -0.0633 -2.7164  0.4553
H -5.9939 -5.0028 -6.0522  0.3890
C 5.7080 2.5364 -0.2105  -0.6113
C -1.8437 -0.3346 -1.9344  -0.4009
C -5.9618 1.1525 3.8533  -0.5366
H 1.8191 -5.1445 -3.8693  0.2814
H -5.1977 1.6566 0.6909  0.4585
C -4.9570 -5.3196 -5.8964  -1.2516
H -1.2446 3.4124 3.5295  0.4439
C 5.8139 3.6349 -1.0632  -0.6104
H 4.5589 -0.6797 1.7586  0.3574
C 4.1851 -1.2486 0.9080  -0.5828
C -0.6671 -1.4369 4.3262  0.3749
H 4.3824 1.4343 1.1255  0.4350
H -4.7411 -4.1629 -4.1313  0.3039
C 0.1544 -3.8234 -4.3440  0.6255
P 1.3128 1.0997 0.0589  -0.2991
H 3.6922 4.0536 3.9758  0.3922
C 2.0788 2.6328 3.8712  -0.2822
H 4.1714 0.3155 -2.3913  0.3539
C 3.6535 1.1361 -2.8857  -0.3236
H 2.5903 4.7672 -0.8852  0.4280
H -2.7378 -1.5073 4.8844  0.3400
C 3.5544 2.9671 -4.4620  -0.6585
Pd -0.9520 1.2334 0.4612  -0.0916

Forces on atoms 1 to 6 (eV/Å):
-0.1 -0.4 0.8
-3.0 -3.5 -4.6
0.0 -0.1 -0.2
-0.1 -0.4 -0.5
0.5 0.0 -0.7
-0.2 0.7 -0.5

Results
Total charge = 0
Multiplicity = 1
Maximum force = 7.094 eV/A
E_tot = -3459.87677 a.u.
Lowest unoccupied orbital energy = 0.5 eV
HOMO level = -6.33 eV
Energy above the lowest of the compared OMol25 structures with the same formula, charge and spin = 83.86 kcal per mole